Density functional theory data (ωB97M-V with the def2-TZVPD basis set) for one molecule with the formula C22H29N5O4S.

The geometry in XYZ format:
```
61
Properties=species:S:1:pos:R:3:mulliken_charge:R:1
C -2.176 -3.962 0.231 -1.7565
C -2.044 -2.567 0.847 0.3731
C -0.551 -2.375 1.139 0.1546
O -0.043 -2.656 2.199 -0.6662
N 0.104 -1.909 0.038 0.0548
C 1.452 -1.625 -0.134 0.8681
C 2.412 -1.945 0.827 -0.7385
C 3.741 -1.641 0.595 -0.5565
C 4.112 -1.026 -0.586 -0.1786
S 5.815 -0.541 -0.835 1.2542
O 6.056 -0.381 -2.238 -0.7271
O 6.671 -1.394 -0.068 -0.7297
N 5.914 0.982 -0.153 -0.0055
C 5.776 1.044 1.283 -0.4078
C 6.247 2.426 1.747 -0.6981
O 5.520 3.448 1.104 -0.3929
C 5.669 3.374 -0.296 -0.6999
C 5.178 2.025 -0.828 -0.4074
C 3.172 -0.708 -1.549 -0.6340
C 1.844 -1.010 -1.327 -0.6228
N -2.489 -1.492 -0.037 0.0346
C -3.793 -1.698 -0.655 -0.6342
C -4.076 -0.553 -1.632 -1.2628
N -4.036 0.726 -0.958 0.1110
C -5.207 1.251 -0.473 0.9769
C -5.255 2.420 0.308 -0.4939
C -6.484 2.914 0.686 -0.5720
C -7.644 2.258 0.290 -0.4633
C -7.496 1.122 -0.483 -0.4482
N -6.327 0.629 -0.850 -0.3356
C -2.760 0.920 -0.315 -1.2442
C -2.489 -0.219 0.673 -0.4118
H -1.754 -3.979 -0.771 0.3725
H -1.630 -4.670 0.851 0.4797
H -3.214 -4.281 0.191 0.4074
H -2.579 -2.555 1.812 0.4262
H -0.521 -1.660 -0.724 0.1179
H 2.107 -2.423 1.743 0.5298
H 4.504 -1.894 1.314 0.5036
H 6.397 0.255 1.706 0.4006
H 4.727 0.896 1.586 0.3065
H 6.074 2.555 2.816 0.3443
H 7.318 2.533 1.527 0.3617
H 5.078 4.193 -0.709 0.3442
H 6.726 3.504 -0.568 0.3623
H 5.375 1.927 -1.895 0.4074
H 4.096 1.931 -0.639 0.3023
H 3.502 -0.246 -2.466 0.5014
H 1.100 -0.774 -2.074 0.4060
H -3.785 -2.635 -1.209 0.6124
H -4.598 -1.733 0.097 0.3290
H -5.062 -0.676 -2.075 0.5018
H -3.311 -0.545 -2.416 0.3560
H -4.358 2.938 0.605 0.2563
H -6.541 3.811 1.287 0.3969
H -8.619 2.620 0.572 0.3788
H -8.355 0.562 -0.831 0.3825
H -2.717 1.876 0.201 0.3640
H -1.988 0.913 -1.093 0.3593
H -1.518 -0.073 1.151 0.4994
H -3.264 -0.202 1.459 0.2498
```

Results
- SMILES = C[C@@H](C(=O)Nc1ccc(S(=O)(=O)N2CCOCC2)cc1)N1CCN(c2ccccn2)CC1
- multiplicity = 1
- gap between HOMO and LUMO (hartree) = 0.316
- HOMO level (eV) = -8.2

Density functional theory data (ωB97M-V with the def2-TZVPD basis set) for C36H26Br2N6ORuTe as an isolated structure.

The geometry in XYZ format:
```
73
Properties=species:S:1:pos:R:3:mulliken_charge:R:1
Ru -0.321 -0.831 -0.284 0.1425
C -0.810 -5.067 -1.027 -1.1394
C 0.473 -5.601 -1.037 -0.3728
C 1.541 -4.744 -0.938 -0.7275
C 1.337 -3.363 -0.807 0.2464
N 0.087 -2.862 -0.712 0.7745
C -0.951 -3.711 -0.863 -0.6401
N 2.490 -2.604 -0.872 -0.5594
C 2.521 -1.331 -1.024 -0.4074
N 1.501 -0.414 -0.886 0.9181
C 1.970 0.840 -1.175 -0.6460
N 1.371 1.971 -1.100 -0.3557
C 0.134 2.186 -0.550 -0.4276
C -0.258 3.539 -0.538 -0.6082
C -1.418 3.930 0.067 -0.7132
C -2.194 2.958 0.699 -1.0778
C -1.778 1.656 0.641 -0.9168
N -0.655 1.237 0.007 2.0800
C 3.396 0.728 -1.548 0.5405
C 4.314 1.683 -1.936 -0.1389
C 5.614 1.249 -2.176 -0.7361
C 5.968 -0.092 -2.029 -0.6828
C 5.034 -1.047 -1.645 -0.3331
C 3.747 -0.605 -1.405 0.1317
H -1.688 -5.685 -1.144 0.4792
H 0.631 -6.665 -1.149 0.4428
H 2.564 -5.087 -0.988 0.5419
H -1.928 -3.260 -0.856 0.6431
H 0.411 4.240 -1.015 0.6145
H -1.716 4.970 0.074 0.4623
H -3.111 3.202 1.214 0.5645
H -2.366 0.887 1.121 0.5383
H 4.027 2.720 -2.047 0.5755
H 6.367 1.962 -2.484 0.4529
H 6.989 -0.392 -2.226 0.4333
H 5.296 -2.090 -1.536 0.5629
C -2.566 -2.376 2.118 -1.6967
C -3.203 -1.615 0.999 0.8130
C -4.596 -1.394 1.031 -1.1878
C -5.217 -0.724 0.018 -1.1401
C -4.469 -0.301 -1.100 0.5759
C -4.997 0.356 -2.237 -0.0086
Br -6.835 0.778 -2.319 -0.1878
C -4.186 0.689 -3.284 -0.3229
C -2.817 0.375 -3.261 -0.0160
Br -1.733 0.833 -4.720 -0.1279
C -2.246 -0.260 -2.177 0.0131
O -0.983 -0.632 -2.126 -0.6760
C -3.088 -0.572 -1.076 0.7261
N -2.462 -1.167 -0.004 0.8838
H -3.298 -3.031 2.589 0.5520
H -2.197 -1.701 2.893 0.1759
H -1.743 -2.988 1.755 0.1650
H -5.161 -1.768 1.874 0.5478
H -6.282 -0.540 0.048 0.3785
H -4.594 1.192 -4.150 0.4456
C -0.131 0.423 3.296 -1.3626
Te 0.688 -1.224 2.214 0.2433
C 2.464 -0.046 2.214 -0.9732
C 1.999 1.376 2.409 0.8229
C 2.811 2.452 2.066 -0.6141
C 2.370 3.749 2.270 -0.7233
C 1.118 3.977 2.826 -0.7848
C 0.305 2.909 3.166 -0.6413
C 0.739 1.605 2.952 0.4823
H -0.100 0.184 4.359 0.7501
H -1.167 0.581 3.008 0.5313
H 3.013 -0.192 1.287 0.2115
H 3.091 -0.387 3.038 0.6108
H 3.784 2.270 1.625 0.5078
H 3.000 4.584 1.993 0.4369
H 0.774 4.990 2.989 0.4590
H -0.676 3.085 3.592 0.4682
```

Results
- charge = +1
- multiplicity = 2
- gap between HOMO and LUMO (spin up / spin down) (hartree) = 0.259 / 0.220
- HOMO level (spin up / spin down) (eV) = -10.4 / -10.4

Density functional theory data (ωB97M-V with the def2-TZVPD basis set) for a 10-piece molecular cluster, C56H136O36P8S2 overall.

The geometry in XYZ format:
```
238
Properties=species:S:1:pos:R:3:mulliken_charge:R:1
C -1.143 0.184 -3.992 -1.0474
C -0.624 1.504 -4.597 1.0964
O -1.580 2.546 -4.754 -0.2672
P -1.121 3.748 -5.784 0.8453
O -1.903 5.054 -5.736 -0.7968
O 0.470 3.893 -5.464 0.0452
C 0.934 5.103 -4.850 -0.7639
C 1.101 4.793 -3.383 -0.2676
O -1.176 3.051 -7.254 -0.3684
C -2.474 2.788 -7.819 -0.2877
C -2.341 2.842 -9.385 -1.2299
H -1.746 0.156 -3.085 0.1614
H -1.770 -0.361 -4.698 0.5899
H -0.244 -0.363 -3.706 -0.0045
H 0.209 1.859 -3.989 -0.1232
H -0.166 1.311 -5.567 -0.2839
H 1.928 5.320 -5.242 0.3227
H 0.264 5.961 -4.894 0.4040
H 1.423 3.781 -3.136 -0.3845
H 1.818 5.466 -2.913 0.4797
H 0.115 4.876 -2.925 0.2736
H -2.809 1.817 -7.453 0.2799
H -3.258 3.459 -7.467 0.4185
H -1.531 2.236 -9.790 0.2757
H -3.293 2.668 -9.888 0.3869
H -2.011 3.829 -9.708 0.3206
C -1.621 4.973 1.352 -0.2402
C -1.781 3.534 1.882 0.3544
O -0.779 2.775 1.345 0.5904
P -1.158 1.539 0.341 -0.1951
O -2.014 1.989 -0.807 -0.8570
O -1.683 0.423 1.403 0.1803
C -1.282 -0.922 1.204 -0.2633
C -0.037 -0.993 2.112 -0.1581
O 0.304 0.906 -0.104 0.4126
C 0.983 1.485 -1.189 0.6890
C 2.197 0.668 -1.650 0.0750
H -0.585 5.296 1.456 -0.3046
H -1.989 5.031 0.327 -0.2692
H -2.279 5.615 1.936 0.5585
H -1.656 3.589 2.963 0.2777
H -2.794 3.146 1.782 -0.6482
H -1.997 -1.632 1.618 0.6204
H -1.058 -1.065 0.147 -0.0557
H 0.707 -0.229 1.888 -0.4476
H -0.445 -0.751 3.093 0.2313
H 0.408 -1.985 2.199 0.1322
H 0.226 1.472 -1.973 -0.4081
H 1.234 2.543 -1.118 -0.2436
H 2.532 1.162 -2.562 -0.1074
H 2.933 0.667 -0.846 0.2213
H 2.031 -0.364 -1.958 -0.3212
C 5.061 4.097 -2.071 -1.4572
C 4.290 4.398 -0.771 1.4932
O 5.204 4.325 0.354 -0.4880
P 4.774 3.442 1.578 0.0730
O 4.252 2.107 1.180 -0.3476
O 6.049 3.457 2.572 -0.3161
C 6.277 4.514 3.469 -0.0430
C 5.788 4.230 4.863 -1.0416
O 3.638 4.368 2.313 0.3208
C 2.235 4.220 2.379 0.2381
C 1.810 2.760 2.844 -1.5670
H 5.488 4.905 -2.664 0.4331
H 5.971 3.557 -1.811 0.4661
H 4.514 3.383 -2.686 0.1620
H 3.912 5.418 -0.722 0.0022
H 3.379 3.811 -0.658 -0.6885
H 7.367 4.510 3.512 0.3640
H 6.027 5.475 3.020 0.1145
H 5.938 5.103 5.498 0.3538
H 4.716 4.048 4.793 0.1855
H 6.284 3.445 5.433 0.3251
H 1.843 4.879 3.153 0.2483
H 1.765 4.521 1.443 0.0911
H 2.641 2.408 3.456 0.4779
H 0.891 2.697 3.426 0.5431
H 1.716 1.990 2.078 0.0823
C 4.630 -2.079 -0.245 -1.1426
C 3.229 -2.278 0.417 0.3162
O 3.158 -3.639 0.792 -0.3231
P 3.687 -4.108 2.240 0.9510
O 3.293 -3.147 3.311 -0.7809
O 3.147 -5.649 2.282 0.1575
C 3.461 -6.424 3.416 -0.1208
C 4.061 -7.779 2.904 -1.3850
O 5.216 -4.193 1.839 -0.1106
C 6.171 -4.289 2.844 -0.0997
C 7.555 -4.046 2.170 -1.3791
H 4.879 -1.224 -0.873 0.3047
H 5.387 -2.114 0.538 0.1749
H 4.789 -2.857 -0.991 0.3484
H 2.927 -1.569 1.187 0.3114
H 2.533 -2.137 -0.410 -0.5931
H 4.281 -5.965 3.967 0.5544
H 2.604 -6.633 4.058 0.1416
H 5.059 -7.552 2.529 0.3285
H 4.140 -8.512 3.707 0.4287
H 3.566 -8.193 2.025 0.2675
H 6.091 -3.545 3.637 0.2926
H 6.122 -5.328 3.170 0.2222
H 8.398 -4.153 2.853 0.4146
H 7.688 -4.776 1.371 0.3211
H 7.596 -3.047 1.736 0.3353
C -3.766 -9.364 1.103 -1.2223
C -3.752 -7.941 0.729 -0.1105
O -2.576 -7.332 1.190 0.0765
P -2.446 -6.845 2.750 -0.0550
O -3.755 -6.693 3.477 -0.7119
O -1.324 -7.807 3.374 -0.3542
C -0.039 -7.849 2.713 0.6828
C 0.067 -9.189 1.994 -1.5582
O -1.697 -5.420 2.658 0.4366
C -1.569 -4.608 3.805 0.2660
C -0.041 -4.488 4.115 -0.8779
H -2.807 -9.851 0.928 0.2441
H -3.850 -9.507 2.181 0.3211
H -4.614 -9.959 0.762 0.4250
H -3.817 -7.843 -0.355 0.3504
H -4.657 -7.446 1.078 0.1352
H 0.226 -6.964 2.134 -0.0252
H 0.597 -7.995 3.586 0.1185
H 1.051 -9.655 2.044 0.3944
H -0.636 -9.989 2.226 0.3668
H -0.117 -9.042 0.930 0.2999
H -1.951 -3.598 3.659 -0.4031
H -2.059 -5.090 4.651 0.5279
H 0.400 -5.293 4.703 0.3939
H 0.516 -4.662 3.194 -0.3047
H 0.302 -3.500 4.421 0.4594
C 2.900 1.928 -8.389 -1.5112
C 2.234 0.572 -7.961 0.4578
O 3.202 -0.052 -7.101 -0.2370
P 2.773 -0.923 -5.818 -0.8523
O 2.061 -0.201 -4.741 1.0556
O 4.205 -1.499 -5.291 -0.3684
C 5.371 -0.627 -5.066 -0.6560
C 5.025 0.794 -4.553 -0.3291
O 2.096 -2.322 -6.310 -0.2848
C 0.774 -2.410 -6.981 0.5532
C 0.818 -2.943 -8.358 -1.4580
H 2.153 2.376 -9.044 0.4375
H 3.107 2.722 -7.671 0.3034
H 3.826 1.757 -8.938 0.3839
H 1.226 0.777 -7.599 -0.0528
H 2.116 -0.084 -8.823 0.1256
H 6.018 -1.132 -4.349 0.4051
H 5.965 -0.605 -5.979 0.2873
H 4.598 0.546 -3.581 -0.2094
H 5.914 1.379 -4.320 0.5458
H 4.391 1.354 -5.240 0.1616
H 0.201 -2.999 -6.265 0.2758
H 0.341 -1.410 -6.960 -0.1133
H 1.300 -3.917 -8.269 0.3270
H -0.084 -3.268 -8.877 0.4158
H 1.468 -2.428 -9.065 0.2547
C -4.828 4.439 5.554 -1.4370
C -5.183 3.580 4.329 0.5515
O -5.573 4.538 3.377 -0.3961
P -5.779 4.063 1.833 0.1924
O -7.171 4.105 1.450 -0.8629
O -4.725 4.932 0.965 0.0940
C -5.180 5.694 -0.105 -0.3798
C -4.050 5.899 -1.070 -1.0401
O -5.088 2.634 1.750 0.7666
C -5.375 1.879 0.558 -0.3955
C -5.068 0.384 0.773 -0.8432
H -5.701 5.040 5.811 0.3346
H -4.569 3.825 6.417 0.3593
H -4.035 5.123 5.252 0.3321
H -4.326 2.918 4.207 -0.2946
H -6.057 2.949 4.490 0.4156
H -6.010 5.126 -0.525 0.4002
H -5.596 6.587 0.362 0.2829
H -3.282 6.496 -0.579 0.2419
H -3.717 4.910 -1.386 0.1584
H -4.381 6.413 -1.972 0.4764
H -6.378 2.113 0.201 0.6546
H -4.737 2.344 -0.194 0.0228
H -5.946 -0.059 1.242 0.4656
H -4.898 -0.100 -0.188 0.4726
H -4.183 0.248 1.395 -0.3561
C -6.725 -4.163 1.251 -1.4399
C -5.584 -3.809 2.218 0.4217
O -5.695 -2.503 2.728 -0.2199
P -5.128 -2.106 4.230 0.3547
O -4.064 -2.996 4.841 -0.6616
O -4.745 -0.559 4.034 0.1371
C -3.646 0.045 4.761 0.5882
C -4.025 0.601 6.132 -1.4172
O -6.475 -1.931 5.152 -0.3169
C -6.728 -2.756 6.251 -0.4924
C -7.268 -4.236 5.857 -0.7180
H -7.698 -3.979 1.707 0.3627
H -6.728 -3.507 0.380 0.3354
H -6.583 -5.200 0.946 0.3228
H -5.490 -4.598 2.965 0.1570
H -4.667 -3.866 1.631 0.0655
H -2.767 -0.596 4.823 0.2330
H -3.426 0.870 4.084 -0.2504
H -4.180 -0.213 6.840 0.4161
H -3.207 1.137 6.613 0.4322
H -4.911 1.235 6.147 0.2379
H -5.916 -2.870 6.970 0.2955
H -7.405 -2.124 6.826 0.4614
H -6.663 -4.661 5.056 0.0666
H -7.138 -4.863 6.739 0.3622
H -8.308 -4.200 5.532 0.2637
O 0.630 7.483 2.020 -0.7020
S 1.721 7.775 1.106 1.1133
O 1.821 7.013 -0.127 -0.5826
C 1.833 9.541 0.645 -0.7685
C 3.359 9.936 0.666 -0.7541
C 4.264 8.767 1.176 -0.6584
C 3.420 7.720 1.986 0.1067
H 1.310 10.153 1.380 0.3322
H 1.257 9.767 -0.252 0.4890
H 3.633 10.205 -0.355 0.2894
H 3.641 10.804 1.262 0.3049
H 5.132 9.037 1.777 0.5361
H 4.667 8.421 0.224 0.1918
H 3.236 8.185 2.955 0.4810
H 3.830 6.712 1.914 -0.4283
O 1.227 -5.560 -3.589 -0.6857
S -0.124 -5.058 -3.278 1.3038
O -1.259 -5.040 -4.176 -0.6982
C -0.644 -5.821 -1.742 -1.2563
C -0.152 -5.042 -0.590 1.1764
C -0.301 -3.533 -1.012 0.5613
C 0.154 -3.303 -2.465 -0.5902
H -0.345 -6.865 -1.832 0.6722
H -1.731 -5.742 -1.710 0.3308
H -0.814 -5.263 0.247 -0.8462
H 0.861 -5.411 -0.428 0.0859
H 0.317 -2.926 -0.351 -0.9034
H -1.356 -3.273 -0.920 0.4580
H 1.212 -3.084 -2.616 0.4540
H -0.457 -2.510 -2.898 0.1205
```

Results
- SMILES = CCOP(=O)(OCC)OCC.CCOP(=O)(OCC)OCC.CCOP(=O)(OCC)OCC.CCOP(=O)(OCC)OCC.CCOP(=O)(OCC)OCC.CCOP(=O)(OCC)OCC.CCOP(=O)(OCC)OCC.CCOP(=O)(OCC)OCC.O=S1(=O)CCCC1.O=S1(=O)CCCC1
- multiplicity = 1
- gap between HOMO and LUMO (hartree) = 0.373
- HOMO level (eV) = -9.8

What did we get for maximum force? Answer: 0.997 0.150 4.192 eV/A, in the order shown.
What did we get for total energy? Answer: -1828.666250 -7302.113919 -8451.809478 hartree, in the order shown.
What did we get for ΔE to the lowest compared entry with this formula, charge and spin? Answer: 0.0 0.0 129.1 kcal per mole, in the order shown.